{"formula": "C4H6P2", "method": "ωB97M-V with the def2-TZVPD basis set", "species": ["C", "C", "C", "C", "P", "P", "H", "H", "H", "H", "H", "H"], "coordinates": [[1.5507, -0.1157, -0.2456], [0.1946, -0.4745, -0.2524], [2.3656, 1.0869, -0.0284], [-2.7197, -0.6984, 0.1588], [1.5177, -1.7779, -0.4571], [-1.2651, 0.5069, -0.1161], [1.6569, 1.5555, 0.7037], [2.5838, 1.6686, -0.9671], [3.4040, 0.8639, 0.4056], [-3.5321, -0.7695, -0.5840], [-2.4271, -1.6393, 0.4988], [-3.3294, -0.2066, 0.8838]], "atomic_forces_ev_per_a": [[-2.7, 1.5, -0.2], [4.0, 0.3, 0.0], [0.6, 0.3, 0.6], [-0.1, 2.0, -0.9], [-1.0, -2.9, -0.4], [-1.2, -0.6, -0.2], [1.4, 0.9, -0.6], [-0.7, -0.3, 0.9], [-1.7, 0.2, -0.3], [1.0, -0.1, -0.7], [0.5, -1.6, 0.5], [-0.1, 0.4, 1.3]], "mulliken_charge": [0.32, -0.17, -0.67, -0.95, -0.25, 0.02, 0.27, 0.22, 0.27, 0.31, 0.31, 0.31], "homo_ev": [-6.03, -9.16], "fmax_ev_per_a": 4.06, "e_above_lowest_ev": 1.219, "s_squared": 2.0079, "charge": 0, "total_energy_ha": -838.54590, "multiplicity": 3}


{"formula": "C49H39Br2N3O3ReSb2", "method": "ωB97M-V with the def2-TZVPD basis set", "species": ["Re", "Br", "C", "C", "C", "C", "O", "C", "C", "N", "C", "C", "C", "C", "C", "C", "C", "C", "N", "C", "C", "H", "H", "H", "H", "H", "H", "H", "H", "H", "H", "C", "C", "C", "Sb", "C", "C", "C", "C", "C", "C", "C", "C", "C", "C", "C", "C", "Sb", "C", "C", "C", "C", "C", "C", "C", "C", "C", "C", "C", "C", "H", "H", "H", "H", "H", "H", "H", "H", "H", "H", "H", "H", "H", "H", "H", "H", "H", "H", "H", "H", "H", "H", "H", "H", "H", "H", "Br", "C", "C", "C", "C", "C", "N", "C", "O", "O", "H", "H", "H"], "coordinates": [[1.1819, 0.5926, 0.5013], [-0.6440, 5.9574, -4.2533], [0.0423, 4.4926, -3.2970], [0.5852, 3.4056, -3.9943], [1.0869, 2.3234, -3.3108], [1.0381, 2.2755, -1.9097], [1.5041, 1.1773, -1.3096], [0.5265, 3.3810, -1.1989], [0.5386, 3.5143, 0.2373], [0.8685, 2.5790, 1.0658], [0.8818, 2.8296, 2.4673], [0.7829, 4.0548, 3.0728], [0.7518, 4.1544, 4.4772], [0.8255, 3.0399, 5.2638], [0.9487, 1.7625, 4.6685], [1.0273, 0.5619, 5.4129], [1.1349, -0.6321, 4.7597], [1.1825, -0.6400, 3.3559], [1.1161, 0.4608, 2.6320], [0.9880, 1.6698, 3.2680], [0.0364, 4.4870, -1.9255], [0.6144, 3.4277, -5.0754], [1.5225, 1.4872, -3.8412], [0.2433, 4.4835, 0.6241], [0.7335, 4.9656, 2.4931], [0.6705, 5.1331, 4.9293], [0.8011, 3.1176, 6.3427], [0.9983, 0.6073, 6.4942], [1.1911, -1.5695, 5.2930], [1.2654, -1.5719, 2.8099], [-0.3467, 5.3399, -1.3797], [-1.5353, -0.6581, -3.2856], [-2.7173, -0.0113, -2.5802], [-2.3849, 1.1644, -1.6617], [-1.5075, 0.7080, 0.2437], [-2.3342, 2.2671, 1.3898], [-2.6320, 3.5036, 0.8244], [-3.0522, 4.5569, 1.6276], [-3.1754, 4.3771, 2.9980], [-2.8850, 3.1451, 3.5683], [-2.4582, 2.0963, 2.7677], [-2.6265, -0.9498, 0.8677], [-4.0144, -0.8580, 0.9786], [-4.7540, -1.9763, 1.3305], [-4.1156, -3.1874, 1.5710], [-2.7363, -3.2823, 1.4713], [-1.9927, -2.1621, 1.1224], [-0.1774, -1.8127, -2.0875], [1.5247, -2.1969, -3.2355], [2.6777, -1.4193, -3.1537], [3.7641, -1.7231, -3.9602], [3.7004, -2.7916, -4.8438], [2.5551, -3.5691, -4.9203], [1.4655, -3.2807, -4.1104], [-1.0547, -3.6612, -1.7646], [-2.3919, -3.8788, -2.0905], [-2.9625, -5.1202, -1.8568], [-2.2044, -6.1329, -1.2849], [-0.8764, -5.9114, -0.9448], [-0.2955, -4.6754, -1.1800], [-0.9012, 0.0758, -3.7856], [-1.8618, -1.3859, -4.0339], [-3.2973, -0.7601, -2.0328], [-3.3828, 0.3596, -3.3657], [-3.3119, 1.6740, -1.3908], [-1.7466, 1.8940, -2.1652], [-2.5489, 3.6593, -0.2462], [-3.2977, 5.5131, 1.1843], [-3.5122, 5.1945, 3.6217], [-3.0011, 3.0020, 4.6346], [-2.2444, 1.1343, 3.2237], [-4.5218, 0.0842, 0.8026], [-5.8297, -1.9053, 1.4219], [-4.7000, -4.0565, 1.8425], [-2.2372, -4.2241, 1.6590], [-0.9120, -2.2440, 1.0536], [2.7258, -0.5784, -2.4752], [4.6635, -1.1241, -3.9014], [4.5505, -3.0227, -5.4715], [2.5094, -4.4045, -5.6056], [0.5850, -3.9108, -4.1604], [-2.9997, -3.0933, -2.5248], [-3.9961, -5.2994, -2.1201], [-2.6518, -7.1013, -1.1050], [-0.2909, -6.7043, -0.4991], [0.7394, -4.5030, -0.9082], [4.0588, 2.9060, 0.8997], [4.3526, 1.0548, 0.8950], [5.6624, 0.6134, 1.0751], [5.9262, -0.7378, 1.0346], [4.8727, -1.6127, 0.7955], [3.6106, -1.0909, 0.6331], [3.3260, 0.2322, 0.6994], [2.4704, -2.0174, 0.3266], [2.6116, -3.2003, 0.1781], [1.2933, -1.4014, 0.2014], [6.4467, 1.3379, 1.2367], [6.9344, -1.1020, 1.1755], [5.0049, -2.6827, 0.7230]], "atomic_forces_ev_per_a": [[-0.8, -0.5, 0.0], [0.0, 0.0, 0.0], [0.0, -0.1, 0.0], [0.0, 0.1, 0.0], [-0.1, 0.0, 0.2], [-0.2, -0.2, -0.2], [0.6, 0.6, 0.0], [0.0, 0.0, 0.1], [0.0, -0.1, -0.1], [0.0, 0.2, 0.1], [0.0, 0.0, 0.0], [0.0, 0.0, 0.0], [0.0, 0.0, 0.0], [0.0, 0.0, 0.0], [0.0, 0.0, 0.0], [0.0, 0.0, 0.0], [0.0, 0.0, 0.0], [0.0, 0.0, 0.0], [0.1, 0.2, -0.1], [-0.1, 0.0, 0.1], [0.0, 0.0, -0.1], [0.0, 0.0, 0.0], [0.0, 0.0, 0.0], [0.0, 0.0, 0.0], [0.0, 0.0, 0.0], [0.0, 0.0, 0.0], [0.0, 0.0, 0.0], [0.0, 0.0, 0.0], [0.0, 0.0, 0.0], [0.0, 0.0, 0.0], [0.0, 0.0, 0.0], [0.1, -0.1, -0.2], [-0.1, 0.0, 0.1], [-0.1, -0.1, -0.1], [0.4, 0.1, -0.1], [0.0, 0.1, 0.1], [0.0, 0.0, 0.0], [0.0, 0.0, 0.0], [0.0, 0.0, 0.0], [0.0, 0.0, 0.0], [0.0, -0.1, 0.0], [-0.1, -0.1, 0.0], [0.0, 0.0, 0.0], [0.0, 0.0, 0.0], [0.0, 0.0, 0.0], [0.0, 0.0, 0.0], [0.1, 0.0, 0.1], [-0.1, 0.3, 0.2], [0.2, -0.1, -0.1], [-0.1, 0.0, 0.0], [0.0, 0.0, 0.0], [0.0, 0.0, 0.0], [0.0, 0.0, 0.0], [0.0, -0.1, 0.0], [-0.1, -0.3, 0.0], [-0.1, 0.1, 0.0], [0.0, 0.0, 0.0], [0.0, 0.0, 0.0], [0.0, 0.0, 0.0], [0.0, 0.1, 0.0], [0.0, 0.0, 0.0], [0.0, 0.0, 0.0], [0.0, 0.0, 0.0], [0.0, 0.0, 0.0], [0.0, 0.0, 0.0], [0.0, 0.0, 0.0], [0.0, 0.0, 0.0], [0.0, 0.0, 0.0], [0.0, 0.0, 0.0], [0.0, 0.0, 0.0], [0.0, 0.0, 0.0], [0.0, 0.0, 0.0], [0.0, 0.0, 0.0], [0.0, 0.0, 0.0], [0.0, 0.0, 0.0], [0.0, 0.0, 0.0], [0.0, 0.1, 0.0], [0.0, 0.0, 0.0], [0.0, 0.0, 0.0], [0.0, 0.0, 0.0], [0.0, 0.0, 0.0], [0.0, 0.0, 0.0], [0.0, 0.0, 0.0], [0.0, 0.0, 0.0], [0.0, 0.0, 0.0], [0.0, 0.0, 0.0], [0.0, 0.1, 0.0], [0.1, 0.0, 0.0], [-0.1, 0.1, 0.0], [0.0, 0.0, 0.0], [0.0, 0.1, 0.0], [0.1, -0.1, 0.0], [0.1, -0.1, -0.1], [0.0, 0.0, 0.0], [0.0, 0.0, 0.0], [0.0, -0.1, 0.1], [0.0, 0.0, 0.0], [0.0, 0.0, 0.0], [0.0, 0.0, 0.0]], "mulliken_charge": [0.53, -0.13, -0.49, -0.48, -0.71, 0.74, 0.12, 0.21, -0.55, 1.17, 0.42, -0.56, -1.03, -0.99, 0.94, -0.78, -1.24, 0.01, 0.78, -0.21, -0.88, 0.50, 0.59, 0.08, 0.57, 0.47, 0.49, 0.52, 0.49, 0.48, 0.58, -1.29, -0.66, -0.99, 0.00, 0.59, -0.44, -0.90, -0.68, -0.82, -0.25, 0.80, -0.84, -0.76, -0.74, -0.75, -0.36, 1.44, 0.90, -0.09, -1.17, -0.62, -0.75, -0.92, 1.01, -0.69, -0.73, -0.59, -0.80, -0.54, 0.68, 0.75, 0.14, 0.56, 0.67, 0.41, 0.41, 0.50, 0.45, 0.48, 0.44, 0.46, 0.47, 0.44, 0.48, 0.51, 0.60, 0.48, 0.42, 0.45, 0.50, 0.24, 0.47, 0.42, 0.47, 0.41, 0.02, 0.24, -0.71, -0.69, -0.85, 0.12, 0.20, -0.02, -0.68, 0.44, 0.50, 0.50, 0.57], "homo_ev": [-12.58, -12.58], "fmax_ev_per_a": 0.90, "e_above_lowest_ev": 0.000, "s_squared": 0.7584, "charge": 2, "total_energy_ha": -7986.97760, "multiplicity": 2}


{"formula": "C6H12N2O", "method": "ωB97M-V with the def2-TZVPD basis set", "species": ["C", "C", "C", "C", "C", "C", "N", "N", "O", "H", "H", "H", "H", "H", "H", "H", "H", "H", "H", "H", "H"], "coordinates": [[0.9771, -1.5578, 0.0298], [1.7521, -0.5637, -0.7515], [-0.3359, -1.6330, -0.6675], [0.9782, 0.7174, -1.0937], [-1.1654, -0.3143, -0.5501], [-0.2936, 0.9088, -1.0250], [-0.4855, 1.0420, 2.3805], [-1.5112, 1.5070, 2.5235], [-1.6312, 2.6020, 3.4540], [1.4247, -2.4702, 0.1355], [0.7573, -1.1435, 0.9322], [2.5681, -0.3349, -0.0776], [2.0119, -0.9939, -1.7440], [-0.3115, -1.7919, -1.7767], [-0.9193, -2.4354, -0.2043], [-2.6044, 2.8647, 3.3323], [1.6595, 1.4902, -1.5804], [-2.0077, -0.3444, -1.3859], [-1.5241, -0.2282, 0.4248], [-0.7848, 1.7686, -1.3573], [0.3188, 1.3305, 3.0763]], "atomic_forces_ev_per_a": [[-1.7, 1.6, -3.0], [0.2, 0.8, -0.4], [-2.5, -0.2, -0.9], [4.0, 0.6, -1.1], [0.5, 0.4, -4.0], [-2.1, -2.9, 1.5], [11.0, -2.3, 0.1], [-8.8, 3.3, 1.8], [-2.6, 1.1, -0.6], [1.3, -2.3, 0.2], [-0.3, 1.0, 3.1], [1.0, 0.5, -0.7], [0.6, 0.2, 0.7], [0.6, -0.4, 0.9], [-0.3, 0.0, -0.4], [2.0, -0.4, 0.4], [-1.0, -0.8, 0.8], [1.2, -0.2, 2.1], [-1.0, 0.5, 1.4], [-0.6, 1.3, -0.4], [-1.5, -1.6, -1.6]], "mulliken_charge": [-0.75, -0.47, -0.77, -0.37, -0.59, -0.35, -0.16, -0.06, -0.43, 0.39, 0.30, 0.32, 0.30, 0.32, 0.31, 0.38, 0.27, 0.29, 0.31, 0.50, 0.26], "homo_ev": [-6.08, -9.23], "fmax_ev_per_a": 11.24, "e_above_lowest_ev": 3.140, "s_squared": 2.0089, "charge": 0, "total_energy_ha": -420.27408, "multiplicity": 3}


{"formula": "C3H10NOS", "method": "ωB97M-V with the def2-TZVPD basis set", "species": ["C", "C", "S", "C", "N", "H", "H", "H", "H", "H", "H", "H", "H", "H", "H", "O"], "coordinates": [[-0.2067, -0.4901, 1.4219], [-0.4467, 1.0132, 1.2037], [0.8829, 1.9542, 0.2875], [-0.2626, -1.4192, 0.1899], [0.7449, -1.2399, -0.8339], [0.7521, -0.6063, 1.9619], [-0.8351, -0.8763, 2.2408], [-1.4119, 1.1478, 0.7125], [-0.4216, 1.4506, 2.2000], [-0.1948, -2.4292, 0.6071], [-1.2455, -1.2703, -0.2686], [1.4957, -1.9270, -0.7753], [1.1627, -0.3114, -0.7518], [-0.0879, 1.9427, -1.9970], [0.3613, 1.1983, -3.2331], [-0.2866, 1.8629, -2.9655]], "atomic_forces_ev_per_a": [[1.0, 0.1, 0.5], [0.9, -0.3, -0.1], [-0.5, -0.5, -0.1], [-0.3, 0.3, 1.0], [0.8, -0.1, -0.4], [0.3, 0.2, -0.7], [-0.8, 0.0, -0.5], [-0.1, 0.2, 0.1], [-0.6, 0.2, 0.1], [-0.2, -0.2, -0.4], [-0.1, -0.2, 0.0], [-0.3, 0.3, 0.2], [-0.1, 0.0, 0.0], [0.0, 0.1, -0.3], [-0.2, 0.1, 0.0], [0.3, -0.1, 0.4]], "mulliken_charge": [-0.63, -0.66, -0.70, -0.48, -0.52, 0.29, 0.38, 0.27, 0.25, 0.28, 0.22, 0.23, 0.19, 0.27, 0.31, -0.69], "homo_ev": -2.87, "fmax_ev_per_a": 1.16, "e_above_lowest_ev": 0.349, "charge": -1, "total_energy_ha": -648.51872}


{"formula": "CH3NOP2S", "method": "ωB97M-V with the def2-TZVPD basis set", "species": ["C", "N", "O", "P", "P", "S", "H", "H", "H"], "coordinates": [[1.3958, 0.2123, 0.0230], [1.5828, 1.4869, 0.0706], [-1.1562, 0.0095, 0.3587], [0.1913, -0.8639, 0.9102], [-1.7809, 0.9685, 1.6150], [0.7630, 2.6691, 0.7763], [2.3392, -0.3293, -0.2455], [0.0867, -1.9041, -0.0418], [-2.5557, 1.9831, 0.8779]], "atomic_forces_ev_per_a": [[2.4, -0.2, 0.5], [-0.9, -1.4, 0.3], [-0.8, 0.4, 1.2], [-0.5, 1.3, -0.6], [0.6, 0.5, -0.9], [-0.8, -0.1, 0.2], [-0.9, 0.3, -0.4], [0.2, 0.2, -0.2], [0.6, -0.9, 0.0]], "mulliken_charge": [-0.05, -0.25, -0.28, 0.13, 0.07, -0.06, 0.31, 0.05, 0.08], "homo_ev": [-8.22, -8.62], "fmax_ev_per_a": 2.44, "e_above_lowest_ev": 3.583, "charge": 0, "total_energy_ha": -1250.68793}


{"formula": "C4H6O2", "method": "ωB97M-V with the def2-TZVPD basis set", "species": ["O", "C", "C", "C", "O", "C", "H", "H", "H", "H", "H", "H"], "coordinates": [[0.3587, -1.5199, -1.1045], [0.0829, -0.5206, -0.1905], [-1.1500, -0.3776, 0.6063], [-0.4992, 0.8034, -0.3839], [0.4836, 1.5383, 0.2453], [1.2596, 0.3151, 0.3537], [-0.3821, -2.1361, -1.0685], [-1.8646, 0.4030, 0.1989], [-0.9990, -0.1461, 1.6574], [-0.9945, 1.1343, -1.2964], [1.6378, 0.1418, 1.3623], [2.0668, 0.3644, -0.3803]], "atomic_forces_ev_per_a": [[-0.1, -0.3, 0.0], [0.1, 0.4, -0.1], [0.1, 1.0, 0.1], [0.5, 0.2, -0.6], [0.4, 0.2, -0.1], [0.5, -0.3, 0.2], [0.1, 0.0, 0.0], [-1.1, -1.5, 0.0], [0.0, 0.1, 0.0], [-0.2, 0.3, 0.5], [0.0, 0.0, 0.0], [0.0, -0.2, 0.1]], "mulliken_charge": [-0.56, 0.60, -0.82, -0.11, -0.40, -0.45, 0.34, 0.27, 0.18, 0.43, 0.23, 0.28], "homo_ev": -8.85, "fmax_ev_per_a": 1.87, "e_above_lowest_ev": 4.922, "charge": 0, "total_energy_ha": -306.32542}


Please write out number 4 again, unchanged.
{"formula": "C3H10NOS", "method": "ωB97M-V with the def2-TZVPD basis set", "species": ["C", "C", "S", "C", "N", "H", "H", "H", "H", "H", "H", "H", "H", "H", "H", "O"], "coordinates": [[-0.2067, -0.4901, 1.4219], [-0.4467, 1.0132, 1.2037], [0.8829, 1.9542, 0.2875], [-0.2626, -1.4192, 0.1899], [0.7449, -1.2399, -0.8339], [0.7521, -0.6063, 1.9619], [-0.8351, -0.8763, 2.2408], [-1.4119, 1.1478, 0.7125], [-0.4216, 1.4506, 2.2000], [-0.1948, -2.4292, 0.6071], [-1.2455, -1.2703, -0.2686], [1.4957, -1.9270, -0.7753], [1.1627, -0.3114, -0.7518], [-0.0879, 1.9427, -1.9970], [0.3613, 1.1983, -3.2331], [-0.2866, 1.8629, -2.9655]], "atomic_forces_ev_per_a": [[1.0, 0.1, 0.5], [0.9, -0.3, -0.1], [-0.5, -0.5, -0.1], [-0.3, 0.3, 1.0], [0.8, -0.1, -0.4], [0.3, 0.2, -0.7], [-0.8, 0.0, -0.5], [-0.1, 0.2, 0.1], [-0.6, 0.2, 0.1], [-0.2, -0.2, -0.4], [-0.1, -0.2, 0.0], [-0.3, 0.3, 0.2], [-0.1, 0.0, 0.0], [0.0, 0.1, -0.3], [-0.2, 0.1, 0.0], [0.3, -0.1, 0.4]], "mulliken_charge": [-0.63, -0.66, -0.70, -0.48, -0.52, 0.29, 0.38, 0.27, 0.25, 0.28, 0.22, 0.23, 0.19, 0.27, 0.31, -0.69], "homo_ev": -2.87, "fmax_ev_per_a": 1.16, "e_above_lowest_ev": 0.349, "charge": -1, "total_energy_ha": -648.51872}